(1)
{"formula": "C13H19Br4ClF9OP", "method": "ωB97M-V/def2-TZVPD", "species": ["C", "O", "C", "P", "C", "C", "C", "Cl", "C", "F", "F", "C", "F", "F", "C", "F", "F", "C", "F", "F", "F", "H", "H", "H", "H", "H", "H", "H", "H", "H", "H", "H", "Br", "C", "C", "Br", "H", "H", "H", "H", "Br", "C", "C", "Br", "H", "H", "H", "H"], "xyz": [[-3.82, -4.35, -0.52], [-3.50, -2.97, -0.53], [-2.13, -2.69, -0.41], [-1.21, -3.17, -1.96], [0.52, -3.44, -1.36], [1.31, -4.55, -2.08], [0.81, -4.98, -3.46], [3.03, -4.01, -2.23], [-1.00, -1.50, -2.81], [-2.16, -1.22, -3.49], [-0.01, -1.66, -3.75], [-0.69, -0.23, -1.95], [0.01, -0.57, -0.82], [-1.88, 0.29, -1.54], [0.09, 0.94, -2.64], [-0.31, 1.03, -3.92], [-0.25, 2.09, -2.01], [1.65, 0.88, -2.57], [2.07, 1.32, -1.39], [2.16, 1.67, -3.51], [2.13, -0.35, -2.74], [-3.25, -4.87, 0.26], [-3.63, -4.82, -1.49], [-4.89, -4.42, -0.30], [-1.68, -3.24, 0.44], [-2.04, -1.63, -0.18], [1.10, -2.52, -1.38], [0.43, -3.70, -0.30], [1.36, -5.43, -1.44], [1.61, -5.50, -3.98], [-0.03, -5.68, -3.36], [0.51, -4.13, -4.07], [-0.71, 4.57, 2.28], [0.90, 3.50, 2.01], [0.58, 2.17, 1.37], [-0.27, 0.95, 2.62], [1.36, 3.40, 2.98], [1.54, 4.09, 1.36], [1.50, 1.68, 1.06], [-0.08, 2.27, 0.52], [2.24, 7.49, 7.47], [1.25, 7.10, 5.84], [0.69, 5.71, 5.83], [2.08, 4.37, 5.55], [1.94, 7.27, 5.02], [0.45, 7.83, 5.81], [-0.01, 5.58, 5.01], [0.21, 5.45, 6.77]], "total_energy_ha": -12578.37806, "lumo_ev": 0.5, "smiles": "COCP(C[C@@H](C)Cl)C(F)(F)C(F)(F)C(F)(F)C(F)(F)F.BrCCBr.BrCCBr", "e_homo_ha": -0.3555, "homo_lumo_gap_ev": 10.165}

***

(2)
{"formula": "C13H19CoP2", "method": "ωB97M-V/def2-TZVPD", "species": ["C", "C", "C", "C", "C", "Co", "P", "H", "H", "H", "H", "H", "H", "H", "H", "C", "P", "C", "C", "C", "C", "C", "C", "C", "H", "H", "H", "H", "H", "H", "H", "H", "H", "H", "H"], "xyz": [[-0.62, -1.34, -3.44], [-0.82, -0.56, -4.54], [-0.55, 0.81, -4.62], [-0.01, 1.57, -3.58], [0.26, 1.12, -2.32], [-0.23, -0.61, -1.69], [0.18, -2.77, -1.20], [-0.81, -2.43, -3.60], [-1.17, -1.06, -5.47], [-0.74, 1.32, -5.58], [0.77, 1.85, -1.64], [0.21, 2.63, -3.80], [1.41, -3.15, -0.56], [0.10, -3.82, -2.18], [-0.77, -3.31, -0.30], [1.99, 0.73, 0.15], [0.28, -0.02, 0.40], [-1.64, -0.93, 0.65], [0.20, 0.47, 2.13], [1.15, 0.00, 3.08], [1.03, 0.41, 4.42], [0.00, 1.26, 4.84], [-0.91, 1.75, 3.89], [-0.82, 1.37, 2.56], [2.38, 0.47, -0.84], [2.65, 0.40, 0.95], [1.84, 1.81, 0.21], [-1.45, -1.81, 1.29], [-2.22, -0.17, 1.20], [-2.13, -1.19, -0.29], [1.94, -0.67, 2.77], [1.77, 0.07, 5.15], [-0.06, 1.59, 5.89], [-1.68, 2.45, 4.21], [-1.56, 1.78, 1.85]], "e_above_lowest_kcal_mol": 6.6, "total_energy_ha": -2571.90303, "multiplicity": 5, "lumo_ev": [0.4, -1.1], "e_homo_ha": [-0.2351, -0.2867], "homo_lumo_gap_ev": [6.841, 6.730]}

***

(3)
{"formula": "C13H19F6HgN3O4S2", "method": "ωB97M-V/def2-TZVPD", "species": ["Hg", "C", "C", "C", "C", "C", "C", "C", "H", "H", "H", "H", "H", "H", "H", "H", "F", "C", "F", "F", "S", "O", "O", "N", "S", "O", "O", "C", "F", "F", "F", "N", "C", "C", "N", "C", "C", "H", "H", "H", "H", "H", "H", "H", "H", "H", "H", "H"], "xyz": [[-0.90, -1.65, 1.00], [1.02, -3.15, 3.57], [1.42, -1.94, 2.77], [1.97, -2.06, 1.49], [2.42, -0.94, 0.80], [2.32, 0.31, 1.36], [1.77, 0.45, 2.64], [1.32, -0.66, 3.33], [0.94, -4.04, 2.94], [0.08, -2.99, 4.09], [1.77, -3.35, 4.34], [2.13, -3.06, 1.08], [2.88, -1.07, -0.18], [2.66, 1.19, 0.83], [1.70, 1.43, 3.08], [0.91, -0.55, 4.32], [-2.68, 3.47, -0.60], [-3.03, 2.27, -1.01], [-4.34, 2.19, -1.14], [-2.46, 2.04, -2.21], [-2.39, 0.99, 0.15], [-0.95, 1.18, 0.16], [-2.79, -0.28, -0.44], [-3.14, 1.38, 1.46], [-2.45, 1.17, 2.87], [-1.50, 0.07, 2.85], [-3.42, 1.22, 3.91], [-1.43, 2.68, 3.17], [-0.49, 2.85, 2.25], [-0.84, 2.53, 4.35], [-2.22, 3.74, 3.19], [0.78, 0.09, -4.54], [0.42, 1.06, -3.44], [0.90, 0.50, -2.11], [0.36, -0.82, -1.84], [0.73, -1.75, -2.90], [0.25, -1.29, -4.28], [1.80, 0.04, -4.61], [0.43, 0.44, -5.44], [-0.66, 1.18, -3.45], [0.89, 2.02, -3.67], [0.61, 1.18, -1.31], [2.00, 0.43, -2.11], [-0.66, -0.77, -1.75], [0.31, -2.74, -2.70], [1.82, -1.85, -2.91], [-0.84, -1.22, -4.30], [0.59, -1.95, -5.07]], "charge": 1, "total_energy_ha": -2520.69088, "multiplicity": 2, "lumo_ev": [-3.3, -5.5], "e_homo_ha": [-0.4176, -0.4436], "homo_lumo_gap_ev": [8.080, 6.590]}

***

(4)
{"formula": "C13H19N", "method": "ωB97M-V/def2-TZVPD", "species": ["C", "C", "C", "C", "C", "C", "C", "C", "C", "N", "H", "H", "H", "H", "H", "H", "H", "H", "H", "C", "C", "C", "C", "H", "H", "H", "H", "H", "H", "H", "H", "H", "H"], "xyz": [[-3.98, -0.88, -1.52], [-2.38, 0.21, 0.39], [-2.92, -0.01, -0.97], [-1.47, 1.30, 0.23], [-2.14, 0.77, -1.83], [-1.73, 0.04, 2.63], [-0.71, 1.05, 2.45], [-2.61, -0.25, 1.68], [-0.60, 1.73, 1.26], [-1.36, 1.53, -1.12], [-1.56, -0.33, 3.55], [-0.04, 1.24, 3.23], [-3.52, -1.02, 1.86], [-0.08, 2.80, 1.14], [-4.66, -0.18, -2.09], [-4.42, -1.37, -0.75], [-2.45, 0.81, -2.93], [-0.77, 2.31, -1.40], [-3.48, -1.63, -2.28], [2.92, -0.66, -0.52], [2.66, -1.73, 0.69], [1.84, 0.36, -0.46], [4.42, -0.18, -0.65], [2.71, -1.24, -1.38], [3.12, -1.48, 1.63], [2.22, 1.33, -0.66], [1.33, 0.27, -1.56], [0.95, 0.15, 0.22], [4.79, -1.26, -0.87], [4.61, 0.43, -1.51], [4.75, 0.35, 0.13], [2.95, -2.70, 0.43], [1.62, -1.74, 0.99]], "e_above_lowest_kcal_mol": 89.8, "total_energy_ha": -561.37972, "lumo_ev": 0.8, "smiles": "Cc1c[nH]c2ccccc12.CC(C)C", "e_homo_ha": -0.2773, "homo_lumo_gap_ev": 8.391}

***

(5)
{"formula": "C13H19N2O8P2RhSe3Te", "method": "ωB97M-V/def2-TZVPD", "species": ["Rh", "C", "C", "O", "P", "O", "O", "O", "P", "O", "O", "O", "H", "H", "H", "H", "H", "H", "H", "Se", "Se", "Te", "Se", "C", "N", "N", "C", "O", "C", "C", "C", "C", "C", "C", "C", "C", "C", "H", "H", "H", "H", "H", "H", "H", "H", "H", "H", "H", "H"], "xyz": [[-0.86, -2.21, 0.62], [-4.62, 0.90, 1.19], [-3.79, -0.11, 0.41], [-4.36, -0.28, -0.88], [-3.82, -1.75, 1.22], [-5.34, -2.15, 1.40], [-3.39, -1.59, 2.73], [-3.05, -2.78, 0.44], [-2.02, 0.42, 0.35], [-1.59, -0.49, -0.96], [-1.76, 1.84, 0.09], [-1.38, -0.28, 1.55], [-5.63, 0.51, 1.36], [-4.68, 1.82, 0.61], [-4.16, 1.13, 2.15], [-3.69, -0.70, -1.44], [-5.62, -2.79, 0.73], [-2.59, -1.03, 2.77], [-0.94, -0.02, -1.49], [-0.01, -3.08, 2.70], [2.14, -3.78, 2.24], [2.02, -4.56, -0.28], [-0.41, -4.19, -0.65], [3.83, 2.17, 0.08], [2.62, 1.46, 0.47], [2.18, 0.39, -0.27], [1.46, -0.45, 0.53], [0.91, -1.48, 0.04], [1.47, 0.12, 1.83], [2.22, 1.26, 1.75], [2.63, 2.20, 2.83], [2.06, 0.45, -1.69], [1.76, 1.65, -2.31], [1.63, 1.69, -3.69], [1.77, 0.53, -4.44], [2.05, -0.68, -3.80], [2.20, -0.73, -2.42], [4.03, 1.98, -0.97], [4.69, 1.85, 0.67], [3.68, 3.24, 0.22], [0.95, -0.27, 2.68], [2.07, 1.98, 3.74], [2.44, 3.23, 2.54], [3.69, 2.10, 3.05], [1.60, 2.54, -1.72], [1.39, 2.62, -4.18], [1.66, 0.56, -5.51], [2.15, -1.58, -4.38], [2.41, -1.66, -1.92]], "total_energy_ha": -9484.04919, "lumo_ev": [-1.0, -1.0], "e_homo_ha": [-0.2479, -0.2479], "homo_lumo_gap_ev": [5.764, 5.762]}

***

(6)
{"formula": "C13H19N3O3S", "method": "ωB97M-V/def2-TZVPD", "species": ["C", "H", "H", "H", "C", "C", "H", "H", "H", "C", "H", "H", "O", "C", "O", "N", "C", "C", "O", "N", "C", "N", "C", "C", "S", "H", "H", "H", "H", "C", "H", "H", "C", "H", "C", "H", "H", "H", "H"], "xyz": [[-1.72, -2.39, -1.30], [-2.46, -2.44, -2.08], [-1.16, -3.29, -1.36], [-0.98, -1.73, -1.81], [-2.20, -2.13, -0.15], [-3.37, -2.97, 0.59], [-3.02, -4.02, 0.78], [-3.66, -2.54, 1.40], [-4.22, -2.86, -0.22], [-1.01, -1.98, 0.97], [-1.44, -1.37, 1.97], [-0.73, -2.84, 0.98], [0.00, -1.23, 0.42], [1.19, -1.53, 0.26], [1.40, -2.82, 0.17], [1.98, -0.73, -0.08], [1.83, 0.57, -0.26], [1.28, 1.22, 1.11], [2.16, 1.42, 1.92], [0.00, 1.78, 1.28], [-1.15, 1.70, 0.31], [-2.36, 2.05, 1.10], [-3.26, 2.04, 0.10], [-2.96, 1.72, -1.06], [-1.19, 1.60, -1.57], [-3.42, 1.61, -2.12], [-4.25, 1.93, 0.39], [-0.14, 2.16, 2.09], [0.97, 0.87, -0.99], [3.19, 1.28, -0.62], [3.70, 1.70, 0.17], [3.03, 2.17, -1.45], [3.90, 0.20, -1.36], [3.50, -0.07, -2.44], [3.39, -1.11, -0.55], [4.06, -0.94, 0.39], [3.46, -1.98, -1.27], [4.95, 0.30, -1.12], [-2.66, -0.89, -0.05]], "e_above_lowest_kcal_mol": 276.4, "total_energy_ha": -1294.55299, "lumo_ev": -0.3, "smiles": "CC(C)COC(=O)N1CCC[C@@H]1C(=O)Nc1nccs1", "e_homo_ha": -0.3274, "homo_lumo_gap_ev": 8.583}